a) Computed, not measured: 5 unconnected molecules or ions with the total composition C2H15NO4, with ωB97M-V/def2-TZVPD.

Structure (ORCA input):
```
! wB97M-V def2-TZVPD RIJCOSX def2/J DEFGRID3
* xyz 0 1
C -0.233 1.821 1.066
C -1.377 0.975 0.472
N -0.864 0.065 -0.566
H 0.423 2.232 0.309
H -0.656 2.556 1.757
H 0.368 1.175 1.704
H -1.919 0.436 1.251
H -2.135 1.696 0.157
H -1.539 -0.278 -1.236
H -0.108 0.529 -1.048
H -3.773 -1.234 1.487
H -2.963 -1.190 0.213
O -3.809 -1.493 0.561
H 2.468 0.171 1.652
H 3.306 -0.494 0.551
O 3.358 0.123 1.287
H 2.008 0.692 -1.588
H 2.548 0.637 -2.991
O 1.823 1.001 -2.473
H 0.235 -2.835 -0.491
H 0.185 -1.347 0.042
O 0.779 -2.099 -0.199
*
```

Values from the calculation:
* orbital gap: 0.3883 hartree
* SMILES: CCN.O.O.O.O
* lowest unoccupied orbital energy: 0.472 eV
* highest occupied orbital energy: -10.094 eV

***

b) Computed, not measured: 5 unconnected molecules or ions with the total composition C2H15NO4, with ωB97M-V/def2-TZVPD.

Structure (ORCA input):
```
! wB97M-V def2-TZVPD RIJCOSX def2/J DEFGRID3
* xyz 0 1
C -2.066 0.976 -1.236
N -1.612 1.390 0.167
C -0.449 2.227 0.268
H -2.426 1.984 -1.731
H -2.907 0.170 -1.199
H -1.189 0.567 -1.735
H -2.437 1.839 0.570
H -0.162 2.314 1.371
H 0.399 1.741 -0.346
H -0.521 3.270 -0.096
H -1.473 -1.861 0.864
H -1.438 -0.343 0.715
O -1.237 -1.077 1.319
H 0.907 -2.832 -1.709
H 1.544 -1.466 -1.529
O 0.863 -1.896 -2.064
H 4.075 -1.614 -0.403
H 2.938 -1.274 0.545
O 3.428 -0.906 -0.227
H 0.628 -0.992 1.636
H 1.590 -0.980 2.871
O 1.546 -1.236 1.948
*
```

Values from the calculation:
* orbital gap: 0.3701 hartree
* SMILES: CNC.O.O.O.O
* lowest unoccupied orbital energy: 0.680 eV
* highest occupied orbital energy: -9.391 eV

***

Energetically preferred structure: a) | next structure: +12.1 kJ/mol

***

a) Computed, not measured: 5 unconnected molecules or ions with the total composition C2H15NO4, with ωB97M-V/def2-TZVPD.

Structure (ORCA input):
```
! wB97M-V def2-TZVPD RIJCOSX def2/J DEFGRID3
* xyz 0 1
C -0.177 -0.473 -2.279
C 0.026 0.661 -1.340
N 0.015 0.417 0.071
H -1.225 -0.926 -2.304
H -0.010 0.052 -3.204
H 0.659 -1.201 -2.261
H 1.017 0.948 -1.616
H -0.610 1.566 -1.561
H 0.233 1.207 0.601
H -0.829 0.029 0.468
H 0.237 4.071 -0.830
H -0.331 4.484 0.585
O -0.075 3.683 -0.016
H 1.846 -1.557 4.208
H 1.079 -1.504 3.030
O 1.901 -1.168 3.335
H -2.922 -2.017 1.256
H -2.095 -0.931 0.546
O -2.634 -1.081 1.382
H 1.777 -2.297 -0.535
H 0.998 -1.460 0.321
O 1.120 -2.506 0.146
*
```

Values from the calculation:
* orbital gap: 0.3617 hartree
* SMILES: CCN.O.O.O.O
* lowest unoccupied orbital energy: 0.503 eV
* highest occupied orbital energy: -9.339 eV

***

b) Computed, not measured: 5 unconnected molecules or ions with the total composition C2H15NO4, with ωB97M-V/def2-TZVPD.

Structure (ORCA input):
```
! wB97M-V def2-TZVPD RIJCOSX def2/J DEFGRID3
* xyz 0 1
C -1.171 -3.067 0.091
C 0.153 -2.345 0.070
N 0.086 -1.058 0.793
H -1.602 -2.982 1.096
H -1.083 -4.120 -0.225
H -1.890 -2.587 -0.585
H 0.811 -2.285 -0.785
H 0.775 -3.008 0.739
H 1.028 -0.687 0.885
H -0.281 -1.238 1.726
H 3.107 3.597 -0.330
H 3.113 3.407 1.108
O 2.752 4.027 0.460
H -1.415 -0.483 -0.284
H -2.566 -0.041 -1.095
O -1.952 0.325 -0.444
H -2.080 2.478 1.866
H -1.831 1.119 1.194
O -1.706 1.605 2.056
H 1.021 -0.728 -2.896
H 1.496 0.647 -3.285
O 1.772 -0.132 -2.790
*
```

Values from the calculation:
* orbital gap: 0.3680 hartree
* SMILES: CCN.O.O.O.O
* lowest unoccupied orbital energy: 0.434 eV
* highest occupied orbital energy: -9.579 eV

***

c) Computed, not measured: 5 unconnected molecules or ions with the total composition C2H15NO4, with ωB97M-V/def2-TZVPD.

Structure (ORCA input):
```
! wB97M-V def2-TZVPD RIJCOSX def2/J DEFGRID3
* xyz 0 1
C -2.285 1.030 1.809
C -1.149 0.212 1.245
N -1.590 -1.065 0.690
H -3.204 1.058 1.181
H -2.009 2.024 2.029
H -2.622 0.516 2.684
H -0.324 0.147 1.966
H -0.688 0.707 0.406
H -1.715 -1.673 1.467
H -0.756 -1.530 0.321
H -1.925 1.554 -2.326
H -1.350 0.681 -1.262
O -1.115 1.401 -1.821
H 3.140 -0.028 -1.080
H 3.949 -1.031 -0.092
O 3.376 -0.964 -0.909
H 1.840 -2.085 -0.342
H 0.804 -3.254 -0.315
O 1.330 -2.637 0.255
H 2.662 1.552 -2.500
H 1.341 1.787 -1.765
O 2.289 1.596 -1.642
*
```

Values from the calculation:
* orbital gap: 0.3791 hartree
* SMILES: CCN.O.O.O.O
* lowest unoccupied orbital energy: 0.649 eV
* highest occupied orbital energy: -9.667 eV

***

Energetically preferred structure: c) | next structure: +51.6 kJ/mol

***

a) Computed, not measured: 3 unconnected molecules or ions with the total composition C8H7N, with ωB97M-V/def2-TZVPD.

Structure (ORCA input):
```
! wB97M-V def2-TZVPD RIJCOSX def2/J DEFGRID3
* xyz 0 1
C -1.838 1.574 0.000
C -1.341 0.160 -0.188
C -2.026 -1.101 -0.051
C 0.021 -0.084 0.005
C 0.703 -1.453 0.073
C 2.027 -1.447 -0.007
C 2.346 0.147 0.070
C 1.187 0.789 0.285
H -1.208 2.466 -0.720
H -3.335 1.495 -0.308
H -1.707 1.847 1.513
H 0.048 -2.336 -0.142
H 2.898 -2.158 -0.454
H 3.151 0.646 -0.141
H 1.281 1.857 -0.130
N -2.207 -2.402 0.194
*
```

Values from the calculation:
* orbital gap: 0.2842 hartree
* lowest unoccupied orbital energy: -1.372 eV
* highest occupied orbital energy: -9.107 eV

***

b) Computed, not measured: C8H7N in the gas phase, with ωB97M-V/def2-TZVPD.

Structure (ORCA input):
```
! wB97M-V def2-TZVPD RIJCOSX def2/J DEFGRID3
* xyz 0 1
C -1.090 1.492 -0.039
C -2.258 0.760 -0.043
C -0.030 0.484 0.030
C -0.691 -0.767 0.077
C 0.146 -1.920 0.031
C 1.440 -1.751 -0.115
C 1.405 0.457 -0.017
C 2.317 1.388 -0.007
N -2.016 -0.584 -0.029
H -0.828 2.470 -0.262
H -3.241 0.892 -0.365
H -0.256 -2.859 0.296
H 2.311 -2.418 -0.176
H 3.444 1.138 0.117
H 2.057 2.451 0.215
H -2.708 -1.233 0.287
*
```

Values from the calculation:
* orbital gap: 0.3097 hartree
* lowest unoccupied orbital energy: 0.827 eV
* highest occupied orbital energy: -7.600 eV

***

Energetically preferred structure: b) | next structure: +464.2 kJ/mol